1.
Entry from the Open Molecules 2025 dataset: C21H28CdF3O4 as an isolated structure (wB97M-V/def2-TZVPD).

Results
Molecular weight ... 513.857 g mol⁻¹
Total charge ... -1
Maximum force ... 0.06183 Eh/bohr
Frontier orbital gap (alpha / beta) ... 0.1728 / 0.2075 Eh

Atoms and positions in Å:
O 1.5792 -0.7169 -1.2764
C 1.7244 -1.4177 -2.5247
C 2.9368 -0.5439 -2.9387
H 0.8091 -1.2652 -3.1280
H 1.9071 -2.4849 -2.4146
C 2.4551 0.4074 -1.7319
H 2.9571 -0.3044 -4.0196
H 3.9173 -0.9827 -2.6267
C 1.5579 1.6056 -2.0312
H 0.7138 1.3405 -2.6909
H 2.1585 2.4737 -2.4251
H 1.0686 1.9387 -1.0747
C 3.5182 0.7106 -0.6907
H 4.2370 -0.1247 -0.6781
H 3.0538 0.8266 0.3181
H 4.0846 1.6543 -0.8724
Cd -2.6095 0.7733 0.3567
C 2.2040 -0.7539 3.6509
C 0.7921 -0.8746 3.5881
C 0.4308 -1.3149 2.2939
H 0.0897 -0.5790 4.3539
C 1.6416 -1.5628 1.5689
C 2.7434 -1.2078 2.4136
H 3.7886 -1.2291 2.1184
H 2.7546 -0.2856 4.4543
H -0.5916 -1.3707 1.8891
H 1.7001 -1.8946 0.5291
C 0.6581 1.9218 3.8001
C 1.6260 1.9351 2.7528
C 0.9455 2.0275 1.5266
H 2.6927 1.8853 2.8733
C -0.4537 2.2060 1.7894
C -0.5971 2.1514 3.2095
H -1.5050 2.3449 3.7668
H 0.8641 1.7623 4.8547
H 1.4162 2.0059 0.5520
H -1.1386 2.6914 1.0891
O -1.6973 0.2985 -2.7338
C -1.2976 0.2261 -4.1471
C -2.4133 -0.4563 -4.9710
H -0.3595 -0.3640 -4.2715
H -1.0272 1.2306 -4.5384
C -3.3909 -1.0354 -3.9202
H -2.0145 -1.2548 -5.6041
H -2.9401 0.2798 -5.5987
C -2.7990 -0.6384 -2.5438
H -3.4569 -2.1310 -3.9715
H -4.3957 -0.5998 -3.9994
H -2.4327 -1.5353 -1.9970
H -3.5586 -0.1887 -1.8618
F -3.6700 -1.3144 5.6152
C -3.8673 -1.4346 4.2653
F -3.7677 -2.7566 3.9137
F -5.1382 -1.0482 3.9497
C -2.8557 -0.5335 3.4739
O -2.0455 0.1141 4.1377
O -3.0022 -0.6069 2.1774

Atomic forces in eV per Å
O 0.711 0.452 -0.479
C 0.277 0.678 0.090
C -0.367 -0.182 0.546
H 0.565 -0.124 0.090
H -0.031 -0.120 0.198
C -0.508 -0.710 -0.621
H 0.076 0.551 0.709
H -0.849 0.154 -0.427
C -0.089 0.654 0.321
H 0.566 0.129 0.049
H -0.628 -0.844 0.194
H 0.538 -0.355 -1.110
C 0.242 0.197 0.513
H -0.211 0.317 0.289
H 0.301 -0.318 -0.743
H -0.462 -0.604 -0.215
Cd 0.393 0.227 0.702
C 2.323 -0.712 -2.051
C -2.150 -0.396 -1.824
C -0.025 0.272 0.979
H 0.069 -0.167 -0.077
C -0.291 0.271 0.620
C -0.358 0.421 1.423
H -0.186 0.033 0.163
H 0.065 -0.225 0.068
H 0.677 -0.119 0.409
H 0.027 0.151 0.621
C -1.693 0.573 -0.403
C -0.600 -0.128 -2.036
C 1.169 -0.107 0.680
H 0.185 -0.123 -0.021
C 0.381 0.614 0.183
C 0.519 0.262 1.020
H 0.131 -0.278 -0.236
H -0.126 0.262 -0.171
H -0.147 0.175 0.510
H 0.309 -0.057 0.409
O -0.722 -0.689 -1.973
C 0.527 -0.164 0.246
C -0.429 0.363 0.396
H -0.587 0.245 0.400
H -0.479 -0.370 0.558
C 0.228 0.237 0.569
H -0.004 0.267 0.014
H 0.268 -0.314 0.110
C 0.269 -0.254 0.446
H -0.125 0.364 -0.121
H 0.262 -0.242 -0.212
H 0.044 0.452 -0.360
H 0.591 -0.028 -0.673
F -0.685 -0.506 -1.305
C 0.210 0.145 -0.383
F -0.098 0.997 0.671
F 0.513 -0.378 0.736
C 0.758 0.270 -1.621
O -1.217 -0.973 -0.382
O -0.127 -0.245 2.514

2.
Entry from the Open Molecules 2025 dataset: C21H28ClN3O3Tl as an isolated structure (wB97M-V/def2-TZVPD).

Results
Molecular weight ... 610.309 g mol⁻¹
Total charge ... -1
Maximum force ... 0.32897 Eh/bohr
Frontier orbital gap (alpha / beta) ... 0.1002 / 0.1006 Eh

Atoms and positions in Å:
Tl 0.3372 -0.0919 0.2012
Cl 2.4497 0.9298 0.6229
N 1.1243 -0.7458 -1.5685
N -0.3676 0.4970 2.0316
C 1.3763 -0.0305 -2.5992
C -0.9852 1.5806 2.3187
C 1.7232 -2.0960 -1.7666
C 2.6779 -1.8116 -2.9342
C 0.6203 -3.0661 -2.1617
C 2.4450 -2.5510 -0.5155
H -0.1400 -2.5661 -2.7600
H 0.1345 -3.4644 -1.2766
H 1.0372 -3.8859 -2.7466
H 3.3569 -1.9822 -0.3580
H 2.6855 -3.6116 -0.5849
H 1.8045 -2.4114 0.3542
C -0.1777 -0.2894 3.2864
C -1.1561 0.4295 4.2264
C 1.2623 -0.1304 3.7516
C -0.5347 -1.7471 3.0902
H -1.5153 -1.8585 2.6383
H -0.5125 -2.2644 4.0494
H 0.1830 -2.2286 2.4302
H 1.5250 0.9189 3.8684
H 1.9492 -0.5562 3.0275
H 1.3960 -0.6350 4.7082
O -1.4052 1.7140 3.5925
H -0.7513 0.6149 5.2165
H -2.1120 -0.0875 4.3065
O 2.1612 -0.5914 -3.5399
H 2.6822 -2.5868 -3.6937
H 3.6949 -1.6067 -2.6005
C 0.9029 1.3589 -2.8445
C -1.2452 2.7339 1.4103
C -1.4329 2.3066 -0.0152
H -0.3839 3.4006 1.4910
H -2.1022 3.2801 1.7952
C -0.2946 2.1550 -0.8143
C -0.3754 1.6409 -2.1125
H 0.6530 2.5349 -0.4591
C -1.6186 1.2841 -2.6294
C -2.7413 1.4738 -1.8302
C -1.7525 0.6371 -3.9722
C -2.6789 1.9491 -0.5242
H -3.7056 1.1743 -2.2206
C -3.9117 1.9784 0.3224
H -4.7966 1.7598 -0.2689
H -4.0658 2.9442 0.8046
H -3.8522 1.2255 1.1092
H -1.2253 1.1864 -4.7528
H -2.7954 0.5625 -4.2680
H -1.3450 -0.3744 -3.9575
H 0.8128 1.5018 -3.9193
H 1.6931 2.0293 -2.5014
O 4.1727 -1.1366 2.4889
C 3.1099 -0.8471 1.8550
N 2.0097 -0.5474 1.1988

Atomic forces in eV per Å
Tl -8.675 -2.297 -2.735
Cl 4.144 14.682 -5.681
N 3.314 -1.461 -5.685
N -1.312 2.690 5.857
C 0.153 -0.659 0.282
C 0.411 -0.540 0.140
C 0.273 0.433 -0.368
C -0.179 0.228 -0.157
C -0.169 -0.016 -0.100
C -0.115 -0.644 -0.320
H -0.021 -0.005 -0.070
H -0.131 -0.023 0.101
H 0.032 -0.171 0.044
H 0.031 -0.026 0.057
H 0.122 -0.147 -0.169
H 0.225 -0.387 -0.171
C -0.122 0.492 -0.080
C -0.139 0.286 -0.093
C -0.163 0.211 0.945
C 0.023 -0.147 -0.075
H -0.205 0.019 -0.008
H 0.014 -0.047 0.124
H 0.147 -0.024 -0.005
H -0.094 0.220 0.103
H -0.925 -0.074 1.334
H -0.053 -0.012 0.194
O -0.535 -0.146 0.506
H 0.047 0.046 0.088
H -0.084 -0.070 -0.022
O 0.140 -0.171 -0.331
H -0.006 -0.049 -0.111
H 0.033 0.040 0.045
C 0.049 -0.049 -0.091
C 0.115 0.080 0.179
C -0.579 0.643 -0.430
H 0.145 0.098 -0.034
H -0.101 0.015 0.046
C -0.816 0.234 -0.380
C -0.450 0.583 -0.497
H 0.309 -0.028 0.129
C 0.478 0.272 0.266
C -0.126 -0.515 0.056
C 0.022 -0.005 -0.156
C 0.610 0.225 0.158
H -0.113 0.037 -0.074
C -0.111 0.042 0.112
H -0.080 -0.032 -0.093
H 0.019 0.057 0.026
H 0.016 -0.083 0.106
H 0.036 0.039 -0.024
H -0.126 -0.004 0.001
H 0.072 -0.121 0.015
H -0.011 -0.040 -0.109
H 0.166 0.083 0.141
O -2.426 1.714 -2.019
C -2.868 -4.894 -0.035
N 9.589 -10.581 9.068

3.
Entry from the Open Molecules 2025 dataset: C21H28ErN3O2 as an isolated structure (wB97M-V/def2-TZVPD).

Results
Molecular weight ... 521.734 g mol⁻¹
Maximum force ... 0.06457 Eh/bohr
Spin multiplicity ... 4
Frontier orbital gap (alpha / beta) ... 0.3072 / 0.3084 Eh
Relative energy (zero: lowest compared OMol25 entry of this formula, charge and spin) ... 65.37 kcal per mole

Atoms and positions in Å:
O 0.8339 -0.6745 -2.1243
C 1.1183 0.5951 -2.7436
C 1.0265 0.2014 -4.1753
H 2.1205 0.9201 -2.3880
H 0.3692 1.3723 -2.6638
C 0.8417 -1.1864 -3.5251
H 1.9751 0.4618 -4.6447
H 0.1713 0.6373 -4.7052
C 2.0418 -2.0276 -3.9048
H 2.9673 -1.4553 -4.0097
H 1.8134 -2.4618 -4.8812
H 2.2407 -2.8367 -3.2048
C -0.4633 -1.9289 -3.7369
H -1.3148 -1.2487 -3.6222
H -0.5442 -2.6708 -2.9344
H -0.4659 -2.4217 -4.7192
Er -0.3817 -0.6877 1.6622
C -1.7860 -1.3961 3.7451
C -1.8221 0.0274 3.7992
C -2.5338 0.5073 2.6629
H -1.5033 0.6481 4.6420
C -2.9840 -0.6284 1.9045
C -2.5042 -1.8081 2.5731
H -2.7871 -2.8254 2.3020
H -1.4167 -2.0540 4.5372
H -2.8153 1.5433 2.4493
H -3.6969 -0.5884 1.0701
C 1.0469 -2.2822 2.7829
C 0.2352 -3.0570 1.8870
C 0.5633 -2.6755 0.5392
H -0.4712 -3.8278 2.2028
C 1.6051 -1.6827 0.6035
C 1.9027 -1.4538 1.9825
H 2.6665 -0.7891 2.3758
H 1.0600 -2.3408 3.8793
H 0.1624 -3.1091 -0.3802
H 2.1166 -1.2279 -0.2446
O 0.2853 1.5339 -0.8687
C -1.2061 1.4876 -0.8848
C -1.6559 2.9085 -1.2256
H -1.5745 1.2123 0.1332
H -1.5663 0.7326 -1.5996
C -0.3784 3.7873 -1.0543
H -2.4008 3.1349 -0.4530
H -2.0995 2.9874 -2.2333
C 0.7864 2.8725 -0.6887
H -0.5316 4.4899 -0.2478
H -0.0788 4.3924 -1.9308
H 1.0764 2.9324 0.3631
H 1.6684 2.9825 -1.3395
N 0.7562 1.0931 2.4929
C 1.1920 1.6239 3.4722
N 1.7358 2.2260 4.4584
C 1.4102 2.0585 5.7288
N 1.1933 1.9763 6.8846

Atomic forces in eV per Å
O -0.105 0.288 -2.160
C 0.685 2.031 -0.076
C 0.226 -0.614 0.020
H -0.696 0.217 -0.342
H 0.432 -0.289 0.362
C 0.036 -0.963 -0.753
H -0.246 -0.738 -0.679
H 0.234 -0.240 0.135
C 0.201 -0.501 0.285
H -0.192 0.084 0.154
H 0.171 -0.026 0.018
H -0.134 -0.171 0.106
C 0.178 0.096 0.058
H 0.108 -0.105 -0.208
H -0.014 -0.101 -0.249
H -0.244 0.142 0.301
Er -1.603 2.183 0.186
C -0.728 0.365 -0.277
C -0.511 -0.189 -0.118
C -0.375 -0.611 -0.133
H 0.212 -0.311 -0.516
C 0.251 -0.035 0.815
C -0.578 0.731 0.068
H 0.299 0.329 0.075
H -0.001 0.310 -0.507
H 0.308 -0.429 0.152
H 0.588 -0.108 0.303
C 0.745 -0.542 -0.644
C 0.928 -0.154 -0.310
C 0.673 -0.273 0.741
H 0.215 0.429 -0.261
C 0.328 -0.708 0.721
C 0.338 -1.233 -0.191
H -0.306 -0.100 -0.188
H -0.081 0.047 -0.690
H 0.038 0.253 0.415
H -0.409 -0.100 0.325
O -2.164 -0.124 2.515
C 1.730 0.388 0.346
C 0.202 0.016 0.225
H 0.210 0.142 -0.518
H 0.531 0.090 0.113
C 0.144 0.635 -0.260
H -0.019 0.523 -0.534
H 0.197 -0.044 0.525
C -0.825 -1.127 0.324
H -0.097 0.288 0.165
H -0.626 -0.408 0.194
H 0.150 0.359 -0.111
H -0.311 -0.031 0.187
N 0.689 1.304 1.629
C -0.463 -0.602 -0.706
N -0.204 -0.342 -0.842
C -0.527 -0.151 2.220
N 0.411 0.125 -2.410

4.
Entry from the Open Molecules 2025 dataset: C21H28I2N2O3OsSSi as an isolated structure (wB97M-V/def2-TZVPD).

Results
Molecular weight ... 860.657 g mol⁻¹
Total charge ... +2
Maximum force ... 0.02568 Eh/bohr
Frontier orbital gap ... 0.2314 Eh
Relative energy (zero: lowest compared OMol25 entry of this formula, charge and spin) ... 1.82 kcal per mole

Atoms and positions in Å:
Os 0.1123 -0.0349 0.2202
I 0.6626 1.7307 5.1043
C -0.7484 0.5035 4.2304
C -1.8319 0.0335 5.0202
C -2.8066 -0.7861 4.5181
I -4.3263 -1.4408 5.7729
C -2.7548 -1.1931 3.1504
C -3.6680 -2.0488 2.5063
C -3.4871 -2.3760 1.1830
C -2.3931 -1.8510 0.4900
N -1.5210 -1.0445 1.0676
C -1.6834 -0.7094 2.3791
C -0.6765 0.1381 2.9124
O 0.3180 0.4842 2.0604
H -1.8666 0.3324 6.0585
H -4.5040 -2.4507 3.0629
H -4.1760 -3.0297 0.6683
H -2.2318 -2.0857 -0.5543
O 0.1533 0.4567 -1.8668
C 0.5472 -0.5157 -2.8505
C 0.5040 -1.8429 -2.1717
C 0.6650 -3.0267 -2.8688
C 0.7434 -4.2189 -2.1705
C 0.6711 -4.1860 -0.7859
C 0.4934 -2.9727 -0.1571
N 0.3813 -1.8165 -0.8354
H 0.6121 1.3030 -1.9960
H 1.5645 -0.3036 -3.1881
H -0.1292 -0.4565 -3.7044
H 0.7479 -3.0020 -3.9468
H 0.8784 -5.1544 -2.6957
H 0.7560 -5.0848 -0.1932
H 0.4370 -2.8941 0.9199
C 2.6694 2.6536 1.7483
Si 2.9305 1.7161 0.1690
C 4.7325 1.3710 -0.1640
C 2.1652 2.6615 -1.2773
C 2.1282 -0.0479 0.1837
H 3.3264 3.5259 1.7538
H 2.9178 2.0411 2.6152
H 1.6439 2.9979 1.8733
H 5.3031 2.3012 -0.1704
H 4.8950 0.8797 -1.1236
H 5.1537 0.7354 0.6166
H 2.5475 3.6844 -1.3041
H 1.0790 2.7726 -1.1674
H 2.4124 2.2239 -2.2492
H 2.5655 -0.5008 1.0791
H 2.5457 -0.5579 -0.6939
C -2.7495 3.5064 -0.7647
S -2.6291 1.7380 -0.9625
C -4.1838 1.2693 -0.2165
O -1.5480 1.3814 0.0764
H -3.6031 3.8572 -1.3433
H -1.8360 3.9483 -1.1543
H -2.8675 3.7322 0.2932
H -4.9840 1.7031 -0.8155
H -4.2183 1.6395 0.8074
H -4.2652 0.1862 -0.2407

Atomic forces in eV per Å
Os 0.027 0.804 -1.047
I 0.059 0.010 -0.049
C -0.182 -0.080 -0.051
C -0.022 -0.044 -0.093
C 0.106 0.047 -0.055
I -0.032 -0.007 0.018
C -0.044 0.056 0.136
C 0.045 -0.015 -0.064
C 0.037 0.056 0.061
C -0.075 -0.014 -0.084
N 0.147 -0.101 -0.016
C 0.342 0.251 0.217
C -0.128 -0.132 -0.154
O -0.147 -0.436 0.452
H -0.019 0.006 0.014
H -0.018 -0.002 0.007
H 0.013 -0.021 -0.004
H 0.008 0.010 -0.020
O -0.376 -0.037 -0.078
C -0.003 0.083 -0.036
C 0.035 -0.003 -0.052
C 0.008 0.007 0.029
C 0.005 0.031 -0.035
C -0.012 0.063 0.043
C -0.055 -0.073 0.088
N 0.073 -0.169 0.298
H 0.103 0.028 -0.050
H -0.014 0.008 -0.004
H 0.008 -0.043 0.035
H 0.000 0.000 -0.015
H -0.006 -0.006 -0.006
H 0.002 -0.006 0.015
H 0.003 -0.023 -0.020
C 0.021 -0.077 -0.063
Si -0.134 0.100 -0.071
C -0.084 0.008 0.024
C 0.089 0.122 0.079
C 0.090 -0.573 0.157
H -0.001 0.025 0.003
H 0.021 -0.008 0.013
H -0.059 0.001 -0.003
H -0.015 0.050 0.004
H -0.020 -0.034 -0.027
H 0.002 -0.009 0.012
H 0.034 -0.016 -0.042
H -0.029 0.106 0.073
H -0.006 -0.039 -0.063
H 0.106 0.200 0.071
H 0.087 -0.103 0.128
C -0.065 -0.044 -0.080
S 0.154 0.010 0.131
C 0.051 0.061 0.042
O -0.158 -0.025 0.141
H -0.011 0.026 -0.008
H 0.026 -0.005 -0.007
H -0.006 -0.007 0.018
H -0.018 0.013 -0.013
H 0.012 0.016 0.001
H 0.029 -0.044 0.002